(1)
Molecular formula: C16H28N7SZn
Method: DFT, ωB97M-V/def2-TZVPD

Its strongest force on any atom is 0.90 eV/Å. The calculation puts the HOMO energy at -10.5 eV. Its net charge is +1.

Each line ends with the Mulliken charge.
Element x y z (Å)
H  2.251  2.411  -0.722  0.4191
H  3.574  1.494  -1.428  0.3472
H  0.568  4.394  0.996  0.2637
H  2.754  -1.921  1.606  0.4331
C  2.555  1.415  -1.041  -0.7142
H  -1.339  4.379  2.623  0.2756
Zn  0.336  -0.320  0.353  0.6341
C  -2.255  -1.967  0.588  0.5320
H  2.475  1.147  0.954  0.4308
H  0.974  -1.335  -3.455  0.4418
H  -4.180  -2.893  0.348  0.3105
H  -0.317  5.524  -0.026  0.4416
C  0.809  -1.350  -2.372  -1.0990
H  4.229  -0.436  -0.595  0.3753
C  -4.059  -0.169  -0.040  -1.5256
H  2.172  -2.993  -2.099  0.4956
N  0.587  0.001  -1.835  -0.1241
N  2.514  0.550  0.139  -0.2802
C  -0.427  4.718  0.698  -0.6083
H  3.786  -2.585  0.331  0.4132
C  1.618  0.981  -2.211  -0.8904
H  -3.488  -5.010  1.422  0.4487
H  1.120  1.881  -2.569  0.4499
H  -0.634  5.989  2.430  0.3813
H  -4.781  -0.955  0.149  0.3855
N  1.798  -2.023  -0.234  -0.2397
H  -1.143  -5.218  2.275  0.4191
H  2.894  -1.405  -1.911  0.2971
H  -2.172  5.600  1.644  0.3210
H  2.210  0.595  -3.045  0.3727
H  4.242  -0.166  1.133  0.3808
C  -1.480  -4.329  1.762  -0.9837
C  3.024  -1.831  0.551  -0.8321
H  -1.846  3.833  -0.602  0.2782
H  0.428  -3.357  1.844  0.4207
C  -2.644  -0.617  0.149  0.5894
N  -1.080  3.609  0.017  -0.2104
C  -1.196  5.203  1.924  -1.0542
C  -3.171  -3.011  0.712  -0.8786
H  -4.256  0.667  0.631  0.3532
H  -4.192  0.212  -1.054  0.3037
N  -1.887  1.505  -0.192  -1.3632
H  -0.310  0.326  -2.177  0.4308
H  1.362  -2.899  0.021  0.3357
N  -1.670  0.212  0.069  1.3281
C  -2.783  -4.198  1.307  -0.3790
H  -0.086  -1.942  -2.167  0.4099
C  2.006  -1.995  -1.688  -0.6964
N  -0.970  -2.135  0.961  -0.0601
S  0.109  1.802  1.607  -0.4702
C  3.597  -0.428  0.294  -0.8817
C  -0.611  -3.276  1.540  0.0877
C  -1.015  2.316  0.383  0.4841

***

(2)
Molecular formula: C16H28NO2
Method: DFT, ωB97M-V/def2-TZVPD

Its strongest force on any atom is 2.65 eV/Å. The calculation puts the HOMO energy at -12.9 eV. Its net charge is +1. The energy above the lowest of the compared OMol25 structures with the same formula, charge and spin comes out at 80.1 kcal per mole. The structure (SMILES) is CCC[N+]1(CC#CC2(O)CCCCC2)CCOCC1.

Each line ends with the Mulliken charge.
Element x y z (Å)
H  0.986  -3.577  -1.008  0.1890
H  -2.429  -2.677  -4.194  0.3153
H  2.107  0.317  1.063  0.4733
N  0.465  1.643  1.224  0.0783
C  0.152  -4.407  -2.819  -0.7014
H  0.558  4.374  0.581  0.3280
C  1.300  2.322  2.256  -0.8498
H  -1.484  0.838  0.972  0.4137
C  -0.995  1.620  1.599  -0.4440
H  -1.163  3.667  2.254  0.3402
H  1.172  0.708  3.749  0.2526
C  -1.599  3.031  1.464  -0.4717
C  0.022  3.735  -0.110  -0.5138
H  -2.681  2.902  1.657  0.3909
C  -1.367  -2.790  -4.064  -0.8417
C  -0.064  -1.381  -0.665  -1.2366
H  0.077  1.763  -0.869  0.2426
H  -2.764  -2.153  -1.720  0.4364
H  1.681  2.437  -0.374  0.2974
C  -0.779  -2.335  -1.583  2.1223
C  0.421  -0.610  0.128  -0.2166
O  -1.352  3.693  0.200  -0.4085
C  -0.041  -3.688  -1.450  -1.0434
H  0.889  -0.270  2.160  0.3039
H  0.105  4.184  -1.094  0.4423
H  1.042  -4.009  -3.336  0.3454
H  -0.932  -2.587  -5.013  0.4134
C  -0.832  -1.798  -2.989  -1.2375
H  0.174  2.167  4.067  0.2917
H  0.213  -1.522  -3.288  0.3912
H  2.266  3.522  4.393  0.3510
H  2.090  2.187  5.548  0.3747
H  -1.960  -4.695  -3.194  0.3125
H  -1.382  -0.866  -2.954  0.5369
H  -0.589  -4.383  -0.802  0.3961
H  3.235  2.029  4.127  0.3649
C  1.018  0.254  1.202  -0.4347
H  -1.116  1.280  2.625  0.4155
O  -2.134  -2.546  -1.090  -0.5967
H  1.034  3.395  2.309  0.4199
C  0.605  2.325  -0.095  -0.2616
H  2.355  2.213  1.932  0.3761
H  0.286  -5.462  -2.596  0.3961
C  -1.096  -4.261  -3.720  -0.6277
H  -0.937  -4.833  -4.627  0.3919
C  1.165  1.808  3.667  -0.1523
C  2.278  2.433  4.480  -1.3658

***

(3)
Molecular formula: C16H29IrN3O2SSi2
Method: DFT, ωB97M-V/def2-TZVPD

Its strongest force on any atom is 0.48 eV/Å. The calculation puts the HOMO energy at -4.0 eV. Its net charge is -1. The energy above the lowest of the compared OMol25 structures with the same formula, charge and spin comes out at 31.2 kcal per mole.

Each line ends with the Mulliken charge.
Element x y z (Å)
C  -0.723  -3.218  -0.641  -0.5944
H  -3.613  2.008  -2.312  0.3290
C  -2.116  -1.995  2.274  -1.0101
H  -0.892  -3.927  -1.465  0.3225
S  1.666  -2.506  1.521  -0.6174
H  -3.093  2.624  -0.739  0.2834
C  3.626  3.614  -1.140  -0.7067
N  3.302  -2.337  -0.576  -1.1974
H  -4.146  1.212  -0.829  0.2944
C  -3.302  1.713  -1.306  -1.1471
C  2.162  3.071  0.707  -0.5631
N  2.707  -1.080  -0.492  0.6224
H  -0.984  1.742  3.086  0.2514
H  -2.648  -0.450  -3.466  0.4146
C  3.413  -0.089  -0.892  -0.2077
H  3.168  -4.800  1.396  0.2227
C  -0.510  1.567  -2.415  -1.0807
H  -1.509  -1.565  -2.654  0.2355
O  1.608  0.854  1.208  -0.9176
H  4.408  1.935  -2.204  0.3574
H  4.358  -0.327  -1.374  0.4050
H  0.385  0.966  -2.600  0.2516
H  -1.706  -2.798  -0.369  0.0785
C  2.818  4.002  -0.066  -0.3991
H  1.537  3.370  1.539  0.4042
H  -1.521  0.458  4.183  0.3807
H  -0.379  -3.806  0.224  0.2460
H  4.143  4.350  -1.741  0.3884
Si  -1.918  -0.179  1.802  0.3532
C  -2.326  -0.859  -2.504  -1.0112
H  -0.641  1.230  0.519  -0.2709
C  3.084  1.295  -0.650  0.2556
H  -4.346  -0.037  1.143  0.2748
H  -4.108  0.343  2.851  0.3123
C  2.848  -3.083  0.373  0.7947
C  2.251  1.683  0.443  0.8092
C  -1.019  0.659  3.232  -1.0579
C  3.761  2.268  -1.399  -0.6819
C  -3.696  0.487  1.848  -1.2098
H  -3.737  1.553  1.613  0.3137
H  -3.175  -1.399  -2.076  0.2786
Ir  0.819  -0.827  0.229  1.1368
H  4.215  -4.531  0.079  0.2587
H  -2.844  -2.515  1.648  0.2687
O  0.193  -2.262  -1.048  -0.7992
H  -0.191  2.457  -1.865  0.2792
H  0.014  0.313  3.292  0.2374
H  2.703  5.055  0.165  0.3543
H  -2.476  -2.032  3.308  0.3887
H  -0.910  1.887  -3.382  0.3993
N  3.317  -4.364  0.503  -0.4946
H  -1.176  -2.544  2.219  0.2158
C  -1.015  0.229  0.224  0.2703
Si  -1.785  0.583  -1.427  0.2779

***

Record-wise Kohn-Sham gap values, in eV: 7.6 10.6 6.7
Record-wise LUMO energy values, in eV: -2.947 -2.268 2.693